The following is a DFT calculation (ωB97M-V with the def2-TZVPD basis set) of a 2-piece molecular cluster, C19H24F2NO2 overall.

As for the charge: +1. The HOMO energy comes out at -0.409 Eh. The energy comes out at -1143.07059 hartree. The relative energy (zero: lowest compared OMol25 entry of this formula, charge and spin) is 0.444 eV.

Each line ends with the natural charge from an NBO analysis.
Element x y z (Å)
C: 5.25 1.75 1.81  -0.66
C: 3.90 1.13 1.70  0.05
C: 2.75 1.89 1.93  0.44
F: 2.91 3.22 2.27  -0.32
C: 1.46 1.39 1.85  -0.20
C: 1.27 0.05 1.38  -0.18
C: 0.01 -0.55 1.17  0.16
C: -1.27 0.06 1.28  -0.17
C: -1.50 1.46 1.11  -0.21
C: -2.77 1.96 1.31  0.45
F: -2.97 3.32 1.20  -0.32
C: -3.88 1.17 1.63  0.04
C: -5.21 1.79 1.82  -0.66
C: -3.65 -0.20 1.81  -0.22
C: -2.39 -0.74 1.65  -0.09
C: 2.45 -0.75 1.24  -0.08
C: 3.71 -0.22 1.41  -0.23
H: 6.01 0.97 1.75  0.23
H: 5.42 2.44 0.98  0.26
H: 5.38 2.29 2.75  0.26
H: 0.61 2.00 2.16  0.25
H: 0.02 -1.64 1.09  0.23
H: -0.69 2.11 0.77  0.25
H: -5.97 1.01 1.94  0.23
H: -5.24 2.43 2.71  0.26
H: -5.49 2.40 0.95  0.26
H: -4.49 -0.84 2.07  0.24
H: -2.23 -1.81 1.80  0.23
H: 2.33 -1.82 1.04  0.23
H: 4.59 -0.85 1.29  0.24
O: -1.89 -2.88 -2.96  -0.73
C: -1.48 -2.95 -1.59  -0.07
C: -0.05 -2.43 -1.58  -0.22
N: -0.04 -1.16 -2.26  -0.67
C: 1.28 -0.66 -2.63  -0.23
C: 1.11 0.42 -3.67  -0.07
O: 0.22 -0.11 -4.66  -0.73
H: -2.74 -3.33 -3.06  0.48
H: -2.13 -2.32 -0.95  0.15
H: -1.47 -4.00 -1.23  0.18
H: 0.28 -2.31 -0.54  0.15
H: 0.60 -3.17 -2.08  0.18
H: -0.64 -1.21 -3.09  0.42
H: 1.79 -0.26 -1.75  0.17
H: 1.88 -1.48 -3.07  0.17
H: 0.68 1.32 -3.22  0.16
H: 2.09 0.63 -4.11  0.17
H: 0.18 0.49 -5.42  0.48